No. 1
ORCA calculation (ωB97M-V/def2-TZVPD) on a 2-piece molecular cluster, C5H8Cl2O overall.

## Properties
Orbital gap (alpha / beta) = 8.064 / 7.971 eV
Relative energy (zero: lowest compared OMol25 entry of this formula, charge and spin) = 169.26 kJ/mol

Last column: natural (NBO) charge in e.
Atoms and positions in Å:
C -0.844 0.681 0.760  0.483
C -1.666 1.095 -0.437  -0.717
C -0.161 -1.464 -0.527  -0.684
C -0.120 -0.570 0.656  -0.153
C 2.129 0.327 0.360  -0.291
O -0.790 1.364 1.770  -0.545
Cl 3.144 -1.038 0.468  0.045
Cl 2.064 1.092 -1.166  0.035
H -2.203 0.249 -0.856  0.219
H -1.002 1.498 -1.201  0.238
H -2.371 1.868 -0.139  0.240
H -1.135 -1.954 -0.602  0.229
H 0.594 -2.244 -0.438  0.232
H 0.011 -0.908 -1.449  0.224
H 0.197 -0.995 1.595  0.222
H 2.152 0.998 1.205  0.223

=====

No. 2
ORCA calculation (ωB97M-V/def2-TZVPD) on a 2-piece molecular cluster, C5H8Cl3NO2 overall.

## Properties
Orbital gap (alpha / beta) = 5.744 / 7.174 eV
Relative energy (zero: lowest compared OMol25 entry of this formula, charge and spin) = 0.00 kJ/mol

Last column: natural (NBO) charge in e.
Atoms and positions in Å:
C 2.448 0.576 -0.871  0.522
C -2.987 -0.502 -0.634  -0.657
C -1.752 -0.457 0.269  -0.095
C 1.538 0.676 1.297  0.448
C -0.469 -0.826 -0.189  -0.368
N 1.781 1.327 0.143  -0.626
O 2.973 -0.494 -0.658  -0.588
O 2.189 -0.415 1.738  -0.624
Cl -1.503 1.521 0.644  -0.321
Cl -0.082 -0.346 -1.694  0.067
Cl 0.076 -2.426 0.363  -0.024
H 2.364 0.992 -1.802  0.148
H -2.617 -0.238 -1.687  0.222
H -3.687 0.181 -0.267  0.234
H -3.318 -1.487 -0.857  0.230
H -1.872 -0.641 1.356  0.249
H 1.046 1.257 2.100  0.212
H 1.150 2.046 -0.207  0.451
H 2.722 -0.745 0.956  0.519

=====

No. 3
ORCA calculation (ωB97M-V/def2-TZVPD) on an isolated ion of composition C5H8ClN4 and charge +1.

## Properties
Orbital gap = 8.664 eV
Total charge = +1
Relative energy (zero: lowest compared OMol25 entry of this formula, charge and spin) = 1.30 kJ/mol
SMILES string = N/C=[NH+]/[C@H](Cl)c1cnc[nH]1

Last column: natural (NBO) charge in e.
Atoms and positions in Å:
C -1.902 -0.357 1.009  -0.056
C -3.765 -0.335 -0.104  0.209
C -1.610 0.277 -0.132  -0.024
C 1.983 0.469 0.184  0.412
C -0.344 0.907 -0.439  -0.010
N -3.229 -0.695 1.029  -0.423
N -2.772 0.300 -0.906  -0.513
N 2.914 -0.431 0.507  -0.721
N 0.722 0.127 0.137  -0.532
Cl -0.120 2.599 0.355  -0.045
H -1.239 -0.453 1.917  0.219
H -4.838 -0.499 -0.238  0.245
H 2.113 1.486 -0.029  0.248
H -0.151 0.955 -1.622  0.249
H -2.661 0.438 -1.875  0.424
H 3.930 -0.174 0.424  0.458
H 2.619 -1.328 0.868  0.427
H 0.553 -0.868 0.426  0.433

=====

No. 4
ORCA calculation (ωB97M-V/def2-TZVPD) on a 2-piece molecular cluster, C5H8ClN4O2 overall.

## Properties
Orbital gap (alpha / beta) = 6.576 / 6.091 eV
Total charge = +1
Relative energy (zero: lowest compared OMol25 entry of this formula, charge and spin) = 0.00 kJ/mol

Last column: natural (NBO) charge in e.
Atoms and positions in Å:
C -1.070 0.903 -0.067  0.001
C -0.520 -0.843 -1.771  0.303
C 0.485 -1.773 -1.286  -0.356
C 0.536 -1.451 3.408  1.039
C 0.036 1.421 0.709  0.504
N -1.135 0.098 -1.051  -0.329
N -0.121 2.307 1.700  -0.713
N 1.237 1.285 0.253  -0.682
N -0.890 -0.995 -3.079  -0.795
O 0.679 -2.196 4.257  -0.455
O 0.408 -0.666 2.564  -0.581
Cl 0.961 -3.027 -2.302  0.086
H -1.942 1.493 -0.062  0.210
H -1.101 2.569 1.968  0.432
H 0.552 2.994 1.740  0.405
H 0.598 -2.023 -0.220  0.235
H 2.007 1.740 0.696  0.418
H 1.399 0.508 -0.345  0.432
H -1.759 -0.620 -3.639  0.448
H -0.357 -1.723 -3.473  0.397

=====

No. 5
ORCA calculation (ωB97M-V/def2-TZVPD) on the molecule C5H8ClNO.

## Properties
Expectation value of S² = 2.006
Orbital gap (alpha / beta) = 6.405 / 7.603 eV
Relative energy (zero: lowest compared OMol25 entry of this formula, charge and spin) = 75.71 kJ/mol
2S+1 = 3

Last column: natural (NBO) charge in e.
Atoms and positions in Å:
C 1.441 0.684 0.846  -0.336
C 0.363 -0.082 0.726  0.235
C -1.541 0.815 -0.640  0.673
C -0.183 -1.136 1.512  -0.717
C 0.319 -0.087 -1.830  -0.414
N -0.361 0.271 -0.617  -0.486
O -2.081 1.192 -1.615  -0.567
Cl -2.224 1.046 0.998  -0.103
H 1.812 1.348 0.203  0.180
H 2.003 0.556 1.665  0.164
H -0.463 -2.055 0.968  0.234
H -1.202 -0.731 1.757  0.261
H 0.336 -1.326 2.423  0.232
H -0.095 -0.762 -2.577  0.226
H 0.571 0.845 -2.307  0.210
H 1.305 -0.578 -1.510  0.209

=====

No. 6
ORCA calculation (ωB97M-V/def2-TZVPD) on a 2-piece molecular cluster, C5H8ClNO2 overall.

## Properties
Orbital gap = 9.110 eV
Relative energy (zero: lowest compared OMol25 entry of this formula, charge and spin) = 130.31 kJ/mol

Last column: natural (NBO) charge in e.
Atoms and positions in Å:
C 1.788 0.689 0.820  0.795
C -0.114 1.037 -0.710  -0.401
C -0.353 -0.423 -1.312  -0.487
C 0.262 0.696 0.721  -0.193
C -0.996 -1.054 -0.084  0.281
N -0.312 -0.625 0.965  -0.575
O 2.195 -0.581 1.001  -0.688
O 2.478 1.655 0.705  -0.533
Cl -3.397 -0.260 0.027  -0.654
H 0.609 1.441 -1.392  0.245
H -1.087 1.678 -0.860  0.266
H -1.007 -0.228 -2.221  0.274
H 0.436 -1.163 -1.458  0.226
H 0.015 1.455 1.362  0.250
H -1.541 -1.997 0.023  0.259
H 1.619 -1.233 0.588  0.496
H -0.596 -1.086 1.826  0.439

=====

No. 7
ORCA calculation (ωB97M-V/def2-TZVPD) on the molecule C5H8ClNO2S.

## Properties
Orbital gap = 9.184 eV
Relative energy (zero: lowest compared OMol25 entry of this formula, charge and spin) = 0.00 kJ/mol
SMILES string = CSN1C[C@H](CCl)OC1=O

Last column: natural (NBO) charge in e.
Atoms and positions in Å:
C -0.309 -0.629 -3.089  -0.862
C -0.507 0.856 0.283  -0.254
C -0.324 -0.047 1.508  0.083
C 0.142 0.619 2.872  -0.332
C 0.910 -0.988 -0.183  0.900
H -0.766 -0.189 -4.138  0.239
H -1.234 -1.329 -2.465  0.245
H 0.611 -1.518 -3.420  0.253
H -0.175 1.907 0.574  0.212
H -1.528 0.821 -0.046  0.201
H -1.234 -0.652 1.825  0.198
H -0.680 1.240 3.285  0.233
H 0.624 -0.101 3.417  0.231
N 0.256 0.212 -0.724  -0.653
O 0.676 -1.040 1.104  -0.485
O 1.647 -1.651 -0.848  -0.587
S 0.301 0.811 -2.321  0.489
Cl 1.590 1.678 2.366  -0.111

=====

No. 8
ORCA calculation (ωB97M-V/def2-TZVPD) on the molecule C5H8ClOP.

## Properties
Orbital gap = 9.354 eV
Relative energy (zero: lowest compared OMol25 entry of this formula, charge and spin) = 276.76 kJ/mol
SMILES string = C[P@]1(=O)C[C@H]1/C=C/Cl

Last column: natural (NBO) charge in e.
Atoms and positions in Å:
C -1.559 0.005 -1.040  -0.238
C -0.227 -0.249 -0.674  -0.563
C 0.036 -0.747 0.802  -0.787
C -2.559 -0.869 -0.672  -0.235
C 2.504 0.862 0.337  -0.989
O 0.011 2.111 1.029  -1.044
P 0.667 0.894 0.511  1.849
Cl -4.182 -0.776 -0.987  0.055
H -1.832 1.095 -1.242  0.233
H 0.403 -0.727 -1.487  0.253
H 0.813 -1.609 0.832  0.245
H -0.681 -0.729 1.639  0.266
H -2.264 -1.862 -0.270  0.203
H 3.063 -0.095 0.622  0.251
H 2.986 1.216 -0.519  0.249
H 2.820 1.482 1.118  0.252

=====

No. 9
ORCA calculation (ωB97M-V/def2-TZVPD) on C5H8ErLiO3 as an isolated structure.

## Properties
Expectation value of S² = 6.012
Orbital gap (alpha / beta) = 6.524 / 7.795 eV
Total charge = +3
Relative energy (zero: lowest compared OMol25 entry of this formula, charge and spin) = 534.66 kJ/mol
2S+1 = 5

Last column: natural (NBO) charge in e.
Atoms and positions in Å:
C 2.430 1.316 -1.057  -0.316
C 1.984 2.437 -1.699  0.085
H 2.761 1.487 -0.023  0.268
H 3.095 1.356 -2.151  0.361
H 0.837 2.570 -1.017  0.210
Li 0.411 -0.875 -2.257  0.988
O -0.544 -0.248 0.878  -0.497
Er -0.497 2.509 3.045  1.970
O 0.250 1.766 0.704  -0.842
C 0.335 0.556 0.361  1.043
O 1.007 0.178 -0.681  -0.682
C -1.092 -1.359 0.128  -0.088
C -2.097 -2.051 1.009  -0.636
H -1.576 -0.965 -0.778  0.183
H -0.261 -2.028 -0.143  0.197
H -2.948 -1.389 1.208  0.234
H -2.438 -2.957 0.492  0.278
H -1.657 -2.303 1.982  0.244

=====

No. 10
ORCA calculation (ωB97M-V/def2-TZVPD) on an isolated ion of composition C5H8F2N3 and charge +1.

## Properties
Orbital gap = 10.946 eV
Total charge = +1
Relative energy (zero: lowest compared OMol25 entry of this formula, charge and spin) = 0.00 kJ/mol
SMILES string = [H]/N=C(F)/[NH+]=C(C)\N=C(/C)F

Last column: natural (NBO) charge in e.
Atoms and positions in Å:
C -1.050 -0.376 -0.077  0.581
C 0.302 0.503 -1.923  0.785
C 0.709 0.739 1.336  0.860
C -2.284 -1.140 0.241  -0.686
C 1.951 0.000 1.575  -0.724
N -0.323 0.230 0.775  -0.448
N -0.766 -0.202 -1.399  -0.593
N 1.287 0.918 -1.279  -0.710
F 0.177 0.689 -3.257  -0.295
F 0.685 1.976 1.740  -0.246
H -2.124 -1.823 1.095  0.281
H -2.585 -1.673 -0.566  0.235
H -3.217 -0.472 0.588  0.294
H 2.162 -0.214 2.628  0.284
H 2.871 0.659 1.264  0.289
H 1.965 -0.849 0.991  0.249
H -1.603 -0.475 -1.880  0.444
H 1.843 1.511 -1.854  0.399